ORCA calculation (ωB97M-V with the def2-TZVPD basis set) on 2 unconnected molecules or ions with the total composition C4H15N3O at a distorted geometry.

Last column: Mulliken charge in e.
Atoms and positions in Å:
C  2.064  -1.183  0.390  -1.463
C  0.571  -0.655  0.380  0.414
C  -0.379  -1.838  0.091  -1.023
N  -1.600  -1.704  -0.693  -0.518
N  0.439  0.454  -0.542  -0.312
C  0.691  1.820  -0.046  -0.520
N  0.226  2.776  -1.047  -0.615
H  2.194  -1.624  1.361  0.377
H  2.260  -1.980  -0.323  0.396
H  2.806  -0.438  0.144  0.363
H  0.399  -0.164  1.340  0.324
H  -0.605  -2.434  0.980  0.377
H  0.197  -2.565  -0.513  0.370
H  -2.485  -1.430  -0.282  0.215
H  -1.416  -1.200  -1.544  0.224
H  0.733  0.278  -1.489  0.257
H  1.767  1.910  0.164  0.327
H  0.211  2.075  0.892  0.339
H  0.696  2.668  -1.928  0.242
H  -0.776  2.681  -1.084  0.254
O  -2.473  0.857  1.573  -0.626
H  -3.430  0.893  1.499  0.298
H  -2.091  0.803  0.677  0.299

Values from the calculation:
**Frontier orbital gap**: 9.302 eV
**Structure (SMILES)**: C[C@H](CN)NCN.O
**Energy above the lowest of the compared OMol25 structures with the same formula, charge and spin**: 1.3341 eV
**M**: 121.2 g/mol
**Total energy**: -10908.20544 eV
**HOMO**: -8.50 eV
**Maximum force**: 1.84 eV/A

ORCA calculation (ωB97M-V with the def2-TZVPD basis set) on 2 unconnected molecules or ions with the total composition C4H15N3O at a distorted geometry.

Last column: Mulliken charge in e.
Atoms and positions in Å:
C  0.565  -1.480  1.419  -0.716
C  0.439  0.014  1.232  -0.760
C  0.679  0.530  -0.177  0.110
C  1.562  -0.012  -1.041  -0.061
N  1.622  0.193  -2.387  -0.453
N  -0.197  1.654  -0.562  -0.184
N  -0.756  -2.189  1.150  -0.292
H  1.340  -1.987  0.849  0.416
H  0.729  -1.713  2.470  0.365
H  -0.545  0.348  1.594  0.343
H  1.049  0.536  1.967  0.404
H  2.392  -0.613  -0.675  0.357
H  2.529  0.166  -2.847  0.280
H  1.028  0.865  -2.849  0.160
H  -0.220  1.950  -1.537  0.387
H  -0.054  2.493  0.001  0.399
H  -1.196  1.408  -0.343  0.241
H  -1.166  -1.919  0.259  0.304
H  -0.636  -3.197  1.242  0.355
H  -1.395  -1.853  1.869  0.372
H  -3.083  1.878  0.755  0.339
H  -3.620  0.958  -0.400  0.313
O  -2.863  1.127  0.191  -0.679

Values from the calculation:
**Frontier orbital gap**: 9.515 eV
**Net charge**: +2
**Energy above the lowest of the compared OMol25 structures with the same formula, charge and spin**: 1.3697 eV
**M**: 121.2 g/mol
**Total energy**: -10892.80314 eV
**HOMO**: -16.13 eV
**Maximum force**: 1.41 eV/A

ORCA calculation (ωB97M-V with the def2-TZVPD basis set) on 2 unconnected molecules or ions with the total composition C4H15N3O at a distorted geometry.

Last column: Mulliken spin population.
Atoms and positions in Å:
C  -1.585  -2.181  -0.559  0.041
C  -1.389  -1.181  0.714  0.027
C  -0.316  -0.174  0.621  0.222
C  -0.591  1.155  0.973  0.406
N  0.357  2.262  0.882  -0.002
N  0.957  -0.621  0.368  0.235
N  -0.606  -2.265  -1.710  0.000
H  -1.465  -3.153  -0.088  -0.001
H  -2.572  -2.233  -1.014  0.004
H  -1.201  -1.988  1.433  0.025
H  -2.336  -0.707  0.945  0.004
H  -1.595  1.560  1.087  0.006
H  1.039  2.358  1.643  0.015
H  0.952  2.106  -0.005  0.017
H  -0.125  3.149  0.693  0.001
H  1.627  0.041  -0.053  -0.012
H  1.462  -0.980  1.193  0.016
H  0.369  -2.218  -1.409  -0.006
H  -0.759  -1.496  -2.361  0.000
H  -0.807  -3.100  -2.273  0.001
H  3.225  2.680  -0.196  0.000
H  2.514  3.100  -1.524  0.000
O  2.416  2.569  -0.719  0.004

Values from the calculation:
**Frontier orbital gap (spin up / spin down)**: 10.362 / 6.683 eV
**Net charge**: +3
**Energy above the lowest of the compared OMol25 structures with the same formula, charge and spin**: 2.4492 eV
**M**: 121.2 g/mol
**Total energy**: -10875.39076 eV
**HOMO (spin up / spin down)**: -23.34 / -23.34 eV
**Maximum force**: 2.27 eV/A
**Spin multiplicity**: 2

ORCA calculation (ωB97M-V with the def2-TZVPD basis set) on a molecular structure, C4H15N3O6P2 at a distorted geometry.

Last column: Mulliken spin population.
Atoms and positions in Å:
C  -1.116  0.777  2.528  0.013
C  -0.675  -1.921  -1.245  -0.018
C  -0.094  -2.510  0.106  0.020
C  -0.795  -0.453  -1.326  0.790
N  2.494  2.666  -0.325  0.008
N  -1.508  2.580  -0.941  0.002
N  1.299  -2.106  0.217  0.071
O  2.871  -0.215  -0.481  0.190
O  -3.024  -0.626  0.508  0.026
O  -0.717  0.326  -2.406  0.135
O  -0.776  0.307  1.204  -0.014
O  1.453  1.846  0.234  0.098
O  -2.313  1.498  -0.430  0.001
P  1.571  0.164  0.133  0.487
P  -1.840  0.080  0.062  0.004
H  -1.717  0.120  2.980  0.000
H  -1.598  1.852  2.330  0.001
H  -0.247  0.982  3.163  0.001
H  -0.053  -2.485  -1.946  0.009
H  -1.678  -2.183  -1.350  0.031
H  -0.138  -3.652  -0.025  0.008
H  -0.772  -2.001  0.786  -0.009
H  3.204  2.733  0.472  0.003
H  3.030  2.261  -1.106  0.001
H  -1.038  2.394  -1.811  -0.001
H  -0.733  2.539  -0.328  0.000
H  1.590  0.043  1.649  0.153
H  1.907  -2.302  -0.552  -0.004
H  1.714  -2.550  1.006  0.000
H  -0.302  -0.165  -3.108  -0.008

Values from the calculation:
**Frontier orbital gap (spin up / spin down)**: 7.184 / 7.821 eV
**M**: 263.1 g/mol
**Total energy**: -39718.52306 eV
**HOMO (spin up / spin down)**: -6.83 / -9.30 eV
**Maximum force**: 5.99 eV/A
**Spin multiplicity**: 3

ORCA calculation (ωB97M-V with the def2-TZVPD basis set) on a gas-phase ion, C4H15N3P (charge +1).

Last column: Mulliken charge in e.
Atoms and positions in Å:
C  -2.272  1.152  -0.498  -1.148
P  -0.484  0.827  -0.576  0.705
C  0.176  1.665  -2.055  -1.056
N  0.399  1.284  0.706  -0.365
N  -0.320  -0.804  -0.594  -0.175
C  0.898  -1.513  -0.213  -0.774
C  0.812  -2.014  1.236  -0.598
N  1.016  -0.904  2.169  -0.628
H  -2.685  0.668  0.386  0.323
H  -2.438  2.226  -0.430  0.386
H  -2.772  0.777  -1.387  0.410
H  1.228  1.408  -2.168  0.335
H  -0.372  1.351  -2.941  0.358
H  0.086  2.743  -1.946  0.388
H  0.398  2.244  1.010  0.233
H  0.551  0.535  1.436  0.329
H  -1.006  -1.341  -1.102  0.270
H  1.754  -0.841  -0.309  0.351
H  1.045  -2.360  -0.884  0.481
H  1.547  -2.814  1.375  0.374
H  -0.183  -2.433  1.403  0.322
H  0.612  -1.114  3.074  0.222
H  2.009  -0.743  2.308  0.257

Values from the calculation:
**Frontier orbital gap**: 11.155 eV
**Structure (SMILES)**: CP(C)(N)=[NH+]CCN
**Net charge**: +1
**Energy above the lowest of the compared OMol25 structures with the same formula, charge and spin**: 0.0000 eV
**M**: 136.2 g/mol
**Total energy**: -18146.04591 eV
**HOMO**: -13.62 eV
**Maximum force**: 0.71 eV/A

ORCA calculation (ωB97M-V with the def2-TZVPD basis set) on 2 unconnected molecules or ions with the total composition C4H15N3Si at a distorted geometry.

Last column: Mulliken charge in e.
Atoms and positions in Å:
N  -2.941  -1.708  1.225  -0.604
Si  -3.225  -0.316  0.387  0.453
N  -3.099  -0.586  -1.302  -0.450
N  -3.223  1.414  0.681  -0.514
H  -3.059  -1.856  2.250  0.192
H  -2.801  -1.517  -1.717  0.249
H  -3.642  0.010  -2.002  0.213
H  -2.436  1.933  1.055  0.252
H  -3.732  1.946  -0.012  0.231
C  3.494  -0.315  -0.624  -1.368
C  2.535  -0.631  0.460  -0.450
C  1.023  -0.289  0.101  -0.422
C  0.793  1.253  0.228  -0.694
H  4.469  -0.714  -0.652  0.410
H  3.702  0.757  -0.788  0.298
H  3.060  -0.572  -1.542  0.375
H  2.716  -1.741  0.514  0.242
H  2.907  -0.257  1.365  0.390
H  0.863  -0.542  -0.964  0.238
H  0.380  -0.881  0.669  0.408
H  1.362  1.533  0.976  0.421
H  1.099  1.708  -0.694  0.324
H  -0.248  1.371  0.388  -0.195

Values from the calculation:
**Frontier orbital gap**: 8.872 eV
**Structure (SMILES)**: N=[Si](N)N.CCCC
**Energy above the lowest of the compared OMol25 structures with the same formula, charge and spin**: 0.3173 eV
**M**: 133.3 g/mol
**Total energy**: -16739.13061 eV
**HOMO**: -8.74 eV
**Maximum force**: 5.23 eV/A

ORCA calculation (ωB97M-V with the def2-TZVPD basis set) on 3 unconnected molecules or ions with the total composition C4H15N4 at a distorted geometry.

Last column: Mulliken charge in e.
Atoms and positions in Å:
C  0.817  1.425  1.259  -0.456
C  3.038  -0.850  0.667  -0.869
C  -3.990  -0.375  -0.089  -0.282
C  -0.971  0.467  -0.077  0.236
N  -4.839  -1.344  -0.343  -0.285
N  -0.270  -0.144  -1.020  -0.225
N  -0.528  1.283  0.881  -0.117
N  2.340  -0.517  -0.694  -0.791
H  1.487  1.012  0.592  -0.003
H  1.012  2.537  1.340  0.335
H  1.089  1.007  2.218  0.321
H  2.110  -1.247  1.113  0.328
H  3.747  -1.693  0.519  0.321
H  3.336  0.021  1.155  0.327
H  -1.983  0.451  -0.451  0.205
H  -4.478  0.675  0.231  0.113
H  -5.898  -1.299  -0.354  0.265
H  -4.521  -2.319  -0.626  0.253
H  0.705  -0.294  -0.847  0.251
H  -0.796  -0.722  -1.614  0.272
H  -1.177  1.810  1.419  0.250
H  2.572  -1.320  -1.286  0.291
H  3.057  0.224  -0.960  0.262

Values from the calculation:
**Frontier orbital gap**: 9.314 eV
**Net charge**: +1
**Energy above the lowest of the compared OMol25 structures with the same formula, charge and spin**: 4.4320 eV
**M**: 119.2 g/mol
**Total energy**: -10342.34939 eV
**HOMO**: -11.68 eV
**Maximum force**: 4.97 eV/A

ORCA calculation (ωB97M-V with the def2-TZVPD basis set) on 3 unconnected molecules or ions with the total composition C4H15NO2 at a distorted geometry.

Last column: Mulliken charge in e.
Atoms and positions in Å:
C  -1.945  -0.545  0.454  -1.020
C  -1.694  -1.169  1.773  -0.432
N  -1.179  -0.242  2.737  -0.370
C  0.287  -0.310  2.754  -0.225
C  0.967  0.902  3.466  -1.179
H  -3.033  -0.462  0.424  0.321
H  -1.501  -1.035  -0.455  0.183
H  -1.797  0.499  0.258  0.420
H  -2.574  -1.636  2.216  0.349
H  -1.053  -2.168  1.806  0.277
H  -1.443  0.768  2.655  0.245
H  0.375  -1.227  3.422  0.298
H  0.897  -0.399  1.697  0.175
H  0.626  1.884  3.108  0.335
H  0.449  0.993  4.524  0.290
H  2.039  0.784  3.318  0.332
O  2.074  1.576  -5.806  -0.617
H  2.688  2.048  -6.357  0.308
H  1.694  2.112  -5.151  0.316
O  0.818  -0.563  -3.467  -0.665
H  0.632  -1.344  -2.887  0.321
H  1.420  -0.492  -4.236  0.336

Values from the calculation:
**Frontier orbital gap**: 9.338 eV
**Structure (SMILES)**: CCNCC.O.O
**Energy above the lowest of the compared OMol25 structures with the same formula, charge and spin**: 3.1506 eV
**M**: 109.2 g/mol
**Total energy**: -9973.93561 eV
**HOMO**: -8.54 eV
**Maximum force**: 3.13 eV/A